# 1
DFT (ωB97M-V/def2-TZVPD) results for a gas-phase ion, C6H14N2 (charge +1).

Values from the calculation:
HOMO-LUMO gap (alpha / beta): 11.150 / 6.690 eV
LUMO (alpha / beta): -2.796 / -7.244 eV
2S+1: 2
charge: +1
ΔE to the lowest compared entry with this formula, charge and spin: 193.4 kJ/mol

CARTESIAN COORDINATES (ANGSTROEM)
N 0.772969 -0.387221 0.408245
N -2.225496 -0.028838 1.041356
C -1.320129 0.998103 1.164310
C -0.582319 0.809141 -1.229038
C 2.100203 -0.277749 0.879479
C -0.177355 -0.481356 -1.868562
C 0.624987 -1.321146 -0.812494
C 0.019202 0.891012 0.262169
H 2.430084 -1.315104 1.155846
H -0.100066 1.665667 -1.692909
H 0.105607 -2.276488 -0.489255
H -1.581764 -0.996355 1.099675
H 0.709160 1.679552 0.555811
H -1.735357 0.709269 -1.209200
H 2.754367 0.198025 0.186708
H 2.123537 0.342402 1.851279
H -0.831319 1.108384 2.100604
H -1.578250 2.032525 0.745323
H 1.626679 -1.733209 -1.192059
H -2.722141 -0.134430 1.967414
H -1.007132 -1.173367 -2.326654
H 0.594536 -0.308816 -2.598047

Forces on atoms 1 to 6 (eV/Å):
N -0.2 0.8 -3.2
N 0.4 -5.3 1.3
C 3.9 3.5 -1.1
C -1.1 0.1 1.3
C 0.2 -1.0 4.2
C 0.8 -3.0 -0.3

# 2
DFT (ωB97M-V/def2-TZVPD) results for a single C4H7NO2 molecule.

Values from the calculation:
HOMO-LUMO gap: 11.181 eV
LUMO: 0.572 eV
SMILES: C[C@H]1CNC(=O)O1
ΔE to the lowest compared entry with this formula, charge and spin: 199.1 kJ/mol

CARTESIAN COORDINATES (ANGSTROEM)
O 0.882988 -0.941462 -0.581426
O 2.689005 -1.042691 0.748287
N 1.230005 0.820923 0.854689
C 1.712940 -0.451079 0.391474
C -0.332678 -0.191572 -0.631225
C -0.000502 1.100793 0.090742
C -1.448687 -0.956635 0.037828
H -2.382381 -0.389372 -0.034380
H -0.747781 1.590870 0.703446
H 0.300538 1.895577 -0.685406
H 1.439970 1.580485 0.134420
H -0.550759 0.031108 -1.677242
H -1.216212 -1.122232 1.096107
H -1.576451 -1.924711 -0.447315

Forces on atoms 1 to 6 (eV/Å):
O 0.0 0.0 0.3
O -0.6 0.6 -0.1
N 0.4 1.2 -1.4
C 0.4 0.2 -0.3
C -0.5 0.1 0.0
C -1.1 0.9 -1.4

# 3
DFT (ωB97M-V/def2-TZVPD) results for a gas-phase ion, C6H17N2 (charge +1).

Values from the calculation:
HOMO-LUMO gap: 9.884 eV
LUMO: -3.357 eV
SMILES: CC[C@H](C)NCC[NH3+]
charge: +1
ΔE to the lowest compared entry with this formula, charge and spin: 81.2 kJ/mol

CARTESIAN COORDINATES (ANGSTROEM)
N -0.718332 -0.534765 -0.602815
N -0.778296 1.676439 -2.173513
C 0.235240 -0.468653 0.547630
C -1.437148 1.757328 -0.803377
C 2.651812 -0.764753 1.213312
C -0.227214 -1.268659 1.760526
C 1.631398 -0.885393 0.035196
C -1.876424 0.350463 -0.535345
H -0.087333 2.411992 -2.320177
H 0.440438 -1.307591 2.625092
H -2.715030 0.086133 -1.229709
H -0.294460 -2.354928 1.549339
H 2.071374 -0.144639 -0.644777
H -1.214246 -0.939259 2.074919
H -0.963396 -1.478077 -0.882091
H 0.271926 0.606716 0.823220
H 2.342366 -1.393070 2.037804
H -2.403611 0.232012 0.491280
H 3.676652 -0.950176 0.906807
H 1.739885 -1.920962 -0.340329
H -2.337990 2.358516 -0.879055
H -0.369190 0.683669 -2.224816
H -0.744892 2.287562 -0.120920
H 2.590756 0.268189 1.623676
H -1.484285 1.691906 -2.931876

Forces on atoms 1 to 6 (eV/Å):
N -0.1 0.2 -0.7
N -0.5 -0.8 -0.4
C 0.3 -0.2 -0.8
C -0.3 0.8 -0.5
C -1.0 0.9 0.2
C -0.2 -1.2 0.0

# 4
DFT (ωB97M-V/def2-TZVPD) results for 5 unconnected molecules or ions with the total composition C4H25B2NO3.

Values from the calculation:
HOMO-LUMO gap: 7.672 eV
LUMO: -0.799 eV
ΔE to the lowest compared entry with this formula, charge and spin: 0.0 kJ/mol

CARTESIAN COORDINATES (ANGSTROEM)
O 3.512563 4.051024 -1.162470
O -0.793526 -2.954621 1.670595
O 0.238957 1.105117 -0.820531
N 0.514378 -1.502503 -0.501570
C -1.491397 -1.830099 -1.855417
C -1.032758 -4.072460 2.495670
C -1.163523 -3.148275 0.321505
C -0.909429 -1.890558 -0.461414
B -2.105671 2.442282 -0.219143
B 2.141950 2.561350 0.891961
H -2.537337 -2.134522 -1.902521
H 2.973431 4.837874 -1.350530
H -0.550377 -3.994046 -0.050715
H -0.697516 1.455458 -0.567546
H -2.323256 1.494839 -0.925285
H -1.481032 -0.785814 -2.170446
H -1.417176 3.288815 -0.710281
H 4.342945 4.301850 -0.725388
H -0.957238 -2.457864 -2.571940
H 1.024796 -1.955911 -1.255146
H -2.109247 -4.185578 2.634814
H 1.008844 -1.806013 0.333919
H 0.978005 2.718023 0.808256
H 2.987133 3.451456 -0.446380
H 2.683827 2.136168 -0.104962
H -0.535550 -4.984920 2.146690
H -2.177093 -3.568505 0.259448
H 2.525514 1.910833 1.799056
H -1.362803 -1.110093 0.164814
H 2.591471 3.676000 1.009457
H 0.417260 0.121263 -0.625087
H -3.157413 2.907336 0.076812
H 0.959425 1.675061 -0.416072
H -0.530241 -3.845865 3.436102
H -1.567917 2.092898 0.793743

Forces on atoms 1 to 6 (eV/Å):
O 0.3 0.4 -0.7
O 0.2 0.4 -0.2
O 0.8 0.2 -0.5
N 0.6 -0.2 0.0
C -0.3 0.1 -0.1
C 0.5 0.4 0.3

# 5
DFT (ωB97M-V/def2-TZVPD) results for a gas-phase ion, C6H14NO (charge -1).

Values from the calculation:
HOMO-LUMO gap: 6.160 eV
LUMO: 3.672 eV
SMILES: CCCNCCC[O-]
charge: -1
ΔE to the lowest compared entry with this formula, charge and spin: 96.9 kJ/mol

CARTESIAN COORDINATES (ANGSTROEM)
O -0.019922 -2.791812 -1.158107
N -0.988399 -0.271261 -0.409615
C -0.789724 -0.075714 1.010649
C 0.010281 1.775947 2.648190
C 0.935328 -2.125399 -1.902392
C 0.093195 0.329149 -1.185996
C -1.024311 1.339718 1.562927
C 0.668886 -0.631745 -2.289273
H 0.257815 -0.415028 1.226512
H 1.224817 -2.667330 -2.848275
H -0.199592 1.306263 -1.562123
H -0.816946 1.993048 0.723435
H -0.977714 -1.332061 -0.651040
H -0.048527 -0.699620 -3.108326
H -1.439325 -0.781605 1.562269
H -0.076678 1.060289 3.498116
H 0.949795 0.491653 -0.467035
H 1.567270 -0.257275 -2.730657
H 1.047506 1.650708 2.330766
H -0.110198 2.809583 2.963749
H 1.768389 -2.119587 -1.163885
H -2.031947 1.412079 1.950110

Forces on atoms 1 to 6 (eV/Å):
O -0.8 0.5 -1.0
N -0.7 -0.9 -0.7
C 0.5 -1.4 0.5
C -0.5 -1.5 0.2
C -0.2 -0.3 2.2
C 1.5 -1.3 0.6

# 6
DFT (ωB97M-V/def2-TZVPD) results for a single C5H6BrN molecule.

Values from the calculation:
HOMO-LUMO gap: 10.262 eV
LUMO: 0.595 eV
SMILES: CC(C)=C(Br)C#N
ΔE to the lowest compared entry with this formula, charge and spin: 14.8 kJ/mol

CARTESIAN COORDINATES (ANGSTROEM)
Br -2.721673 -1.004415 0.123884
N -2.202175 2.558840 -0.061086
C 1.114243 0.946305 -0.110976
C -1.190229 0.117485 0.106153
C 0.545192 -1.581903 -0.008739
C -1.765924 1.515201 0.046898
C 0.102218 -0.142675 0.016425
H 1.412733 1.292124 0.971717
H -0.314096 -2.140386 0.100519
H 0.981582 -1.850984 -0.916840
H 0.829042 1.933267 -0.638815
H 1.989410 0.368262 -0.362622
H 1.219682 -2.011123 0.733477

Forces on atoms 1 to 6 (eV/Å):
Br 0.4 -0.6 0.1
N -0.7 1.5 0.0
C 0.4 1.4 2.5
C -2.3 2.8 -0.3
C 0.5 0.9 1.0
C 2.1 -3.2 0.1

> The lowest ΔE to the lowest compared entry with this formula, charge and spin belongs to which entry?

C4H25B2NO3